{"formula": "C32H30N4O3PS2Tc", "method": "the ωB97M-V functional and the def2-TZVPD basis", "elements": ["Tc", "O", "C", "C", "C", "C", "C", "C", "C", "O", "N", "N", "C", "S", "C", "C", "S", "H", "H", "H", "H", "H", "H", "H", "H", "H", "C", "N", "C", "C", "N", "C", "H", "H", "H", "H", "H", "H", "O", "P", "C", "C", "C", "C", "C", "C", "C", "C", "C", "C", "C", "C", "C", "C", "C", "C", "C", "C", "H", "H", "H", "H", "H", "H", "H", "H", "H", "H", "H", "H", "H", "H", "H"], "xyz": [[0.174, 0.186, 0.213], [-2.737, 0.283, 4.759], [-3.658, 0.338, 3.857], [-5.017, 0.412, 4.317], [-6.031, 0.479, 3.410], [-5.734, 0.474, 2.034], [-4.395, 0.396, 1.564], [-3.354, 0.327, 2.440], [-1.952, 0.252, 1.964], [-1.747, 0.218, 0.679], [-1.005, 0.223, 2.841], [0.249, 0.145, 2.207], [1.295, 0.187, 2.996], [1.163, 0.453, 4.683], [2.919, 0.130, 5.033], [3.732, 0.563, 3.828], [2.871, -0.037, 2.341], [-1.833, 0.246, 4.312], [-5.186, 0.413, 5.386], [-7.060, 0.539, 3.737], [-6.540, 0.529, 1.315], [-4.196, 0.392, 0.501], [3.036, -0.930, 5.252], [3.181, 0.709, 5.917], [4.723, 0.112, 3.834], [3.822, 1.646, 3.751], [0.638, -5.343, 0.981], [0.354, -4.045, 0.348], [-0.200, -3.860, -0.898], [-0.291, -2.523, -1.087], [0.212, -1.883, 0.039], [0.575, -2.848, 0.882], [0.367, -6.127, 0.280], [0.045, -5.449, 1.885], [1.698, -5.417, 1.208], [-0.476, -4.686, -1.529], [-0.689, -1.986, -1.928], [1.007, -2.698, 1.858], [0.334, 2.145, 0.036], [1.525, 2.716, -0.804], [2.170, 1.230, -1.587], [3.424, 0.688, -1.313], [3.809, -0.503, -1.920], [2.948, -1.154, -2.792], [1.690, -0.628, -3.065], [1.290, 0.558, -2.462], [2.727, 3.441, 0.273], [2.459, 3.538, 1.639], [3.381, 4.152, 2.474], [4.568, 4.651, 1.950], [4.835, 4.552, 0.589], [3.913, 3.956, -0.255], [0.923, 3.820, -2.031], [1.633, 3.977, -3.225], [1.202, 4.909, -4.154], [0.069, 5.670, -3.895], [-0.641, 5.507, -2.711], [-0.219, 4.583, -1.771], [4.108, 1.211, -0.658], [4.794, -0.909, -1.733], [3.267, -2.064, -3.282], [1.042, -1.117, -3.781], [0.347, 1.021, -2.746], [1.521, 3.169, 2.036], [3.166, 4.266, 3.528], [5.281, 5.137, 2.601], [5.752, 4.958, 0.185], [4.115, 3.911, -1.319], [2.509, 3.375, -3.436], [1.744, 5.038, -5.080], [-0.265, 6.396, -4.624], [-1.522, 6.104, -2.523], [-0.765, 4.458, -0.845]], "forces_ev_per_a": [[0.450, -0.087, -0.292], [0.057, 0.013, -0.124], [-0.015, 0.003, -0.012], [0.151, -0.012, -0.068], [0.012, 0.002, -0.087], [0.095, -0.006, 0.002], [-0.182, 0.000, -0.013], [0.127, 0.001, 0.207], [-0.452, 0.022, -0.014], [0.042, 0.028, 0.037], [0.373, -0.008, -0.046], [-0.202, -0.003, 0.054], [-0.105, 0.011, 0.017], [-0.006, 0.046, 0.115], [0.026, 0.021, -0.004], [-0.022, -0.039, 0.025], [0.101, -0.018, -0.089], [-0.116, -0.015, 0.064], [0.013, 0.002, 0.019], [-0.004, -0.001, 0.002], [0.004, -0.001, -0.018], [-0.026, 0.007, -0.001], [-0.002, -0.002, -0.007], [0.008, -0.011, 0.004], [0.010, 0.013, -0.004], [-0.007, -0.013, -0.002], [-0.017, 0.097, -0.066], [-0.024, -0.126, 0.029], [0.024, -0.030, 0.028], [0.061, -0.021, 0.139], [-0.228, -0.180, -0.199], [0.146, 0.056, 0.001], [0.004, -0.006, 0.014], [0.005, -0.007, 0.002], [-0.003, -0.007, 0.008], [-0.012, -0.014, 0.000], [-0.024, 0.039, -0.035], [0.001, 0.001, 0.023], [-0.077, 0.451, 0.150], [-0.188, -0.219, 0.069], [-0.010, -0.187, 0.074], [0.007, -0.004, -0.006], [0.000, -0.004, -0.014], [0.021, -0.010, -0.008], [-0.026, 0.077, 0.020], [-0.034, -0.029, -0.022], [0.089, 0.020, 0.118], [0.007, 0.022, 0.006], [0.011, -0.007, -0.056], [-0.008, 0.000, -0.010], [-0.007, -0.010, 0.019], [-0.031, 0.040, 0.005], [-0.022, 0.083, -0.185], [-0.020, 0.023, 0.020], [-0.007, -0.016, -0.005], [0.002, 0.006, 0.006], [-0.003, -0.021, -0.007], [0.053, 0.052, 0.013], [0.005, -0.004, 0.053], [0.004, 0.003, 0.016], [0.001, -0.004, -0.003], [-0.027, -0.016, 0.009], [0.011, -0.010, 0.017], [-0.010, -0.005, -0.004], [-0.010, 0.012, 0.019], [0.005, 0.006, 0.002], [0.008, 0.000, -0.001], [-0.005, 0.002, -0.007], [0.003, -0.005, 0.000], [0.005, 0.002, -0.005], [0.000, 0.005, -0.001], [-0.006, 0.002, 0.004], [-0.006, -0.007, 0.006]], "mulliken_charge": [0.75, -0.49, 0.59, -0.63, -0.45, -0.68, -0.27, 0.12, 1.56, -0.92, -1.17, 0.90, 0.12, -0.05, -0.65, -0.48, 0.13, 0.65, 0.50, 0.46, 0.46, 0.54, 0.35, 0.46, 0.49, 0.07, -0.81, 0.08, -0.36, -0.98, 0.46, -0.80, 0.31, 0.35, 0.35, 0.47, 0.60, 0.58, -0.68, 1.82, -0.65, -0.48, -0.83, -0.55, -0.82, -0.08, 0.45, -0.46, -0.83, -0.57, -0.82, -0.20, 0.46, -0.33, -0.78, -0.49, -0.76, -0.34, 0.59, 0.51, 0.50, 0.56, 0.64, 0.50, 0.55, 0.46, 0.46, 0.47, 0.38, 0.45, 0.43, 0.44, 0.39], "e_lumo_ev": [-8.53, -10.90], "molar_mass_g_mol": 711.73, "e_tot_ha": -2899.82265, "total_charge": 3, "multiplicity": 4, "s_squared": 3.79, "gap_ev": [7.79, 5.43], "de_lowest_ev": 0.0867}